1.
A cluster of 3 separate species, C9H22BrNO2 in total. Source: the OMol25 dataset; level of theory: ωB97M-V/def2-TZVPD.

Structure (XYZ):
```
35
Properties=species:S:1:pos:R:3:forces:R:3
C 0.7491 -0.3138 1.0722 -0.75 -0.74 0.89
C -1.1695 -1.8310 0.3065 0.62 0.74 0.62
H 1.6658 -0.8324 -2.1632 0.01 0.09 0.17
H -0.9040 3.4685 -0.1697 -0.16 -0.02 0.20
C 1.8263 -1.4017 0.8914 0.79 0.66 -0.50
H -1.3740 -0.3034 1.8123 0.23 0.61 -0.51
H 0.1693 2.3329 0.1669 -0.13 -0.63 0.15
H -2.1727 -0.0880 -0.4367 -0.06 -0.10 0.17
O 1.5549 1.2846 -0.5788 1.05 0.11 -0.05
H -0.4677 -1.5870 2.3522 0.63 -0.11 -0.10
H -0.0716 1.8109 -2.5399 0.44 -0.43 -0.05
H 2.7815 -1.0426 1.2844 -0.02 -0.14 0.26
H 0.2949 1.2509 2.5742 -0.11 -0.15 0.03
C -0.2315 -0.0891 -1.3357 0.00 -0.68 0.11
H -1.9419 -1.3583 -1.6260 0.06 0.22 -0.20
C 0.5923 -1.0442 -2.2392 1.12 0.68 0.26
H -1.2393 2.3825 0.9657 -1.07 -0.43 0.80
H 1.4962 0.0436 3.1171 -0.37 -0.30 -0.04
N 0.5078 0.4609 -0.1655 -1.49 0.49 0.30
H -2.0497 -2.3779 0.6416 -0.21 0.28 -0.06
H -1.5465 1.6374 -1.6689 -0.05 -0.27 0.29
H 1.9596 1.2108 1.9459 -0.06 0.22 0.14
H -0.4817 -2.6064 -0.0431 0.22 0.08 0.08
C 1.1093 0.5970 2.2636 0.92 0.57 -1.03
C -0.7754 1.0552 -2.1844 -0.41 0.74 -0.18
H 0.4263 -0.8451 -3.2968 -0.53 -0.38 0.02
O -0.5254 2.9352 0.5521 0.46 0.69 -0.41
H 1.5858 -2.3557 1.3532 -0.10 0.08 0.07
H 0.5029 -2.0940 -1.9685 -0.31 0.00 -0.19
Br -3.3234 1.6782 2.4492 0.93 0.24 -0.75
H -1.2907 0.6420 -3.0516 0.11 -0.04 -0.05
H 2.3443 0.7503 -0.7751 -0.10 0.01 -0.02
C -0.5840 -0.9709 1.4552 -0.77 -1.49 -0.02
C -1.4604 -0.8358 -0.7941 -0.62 -0.30 -0.43
H 2.0434 -1.5636 -0.1663 -0.25 -0.30 0.02
```
Positions in Å, forces in eV/Å.

=====

2.
13
Properties=species:S:1:pos:R:3:forces:R:3 method="wB97M-V/def2-TZVPD" total_charge=+2 de_lowest_kj_mol=68.5
O -0.9795 0.0057 -2.2953 -3.14 0.85 -0.02
H -0.7007 0.6469 2.3381 0.24 0.08 -0.12
C 0.5199 -0.1028 0.7228 0.98 0.17 1.19
C 0.2443 0.8718 1.8293 -0.11 0.01 0.13
H 0.2455 1.9076 1.4664 0.04 -0.23 0.11
O -0.5602 0.0642 -0.3009 -2.23 0.66 -0.59
O 0.1483 -1.6874 -1.5777 -0.29 -2.99 4.03
Hg -0.3710 -1.5754 -3.4769 0.18 -2.29 -7.09
H 0.4562 -1.1515 1.0255 -0.12 0.14 -0.10
C -0.6863 -0.8094 -1.3360 4.32 5.52 0.80
H -0.8357 0.9701 -1.1518 0.47 -1.91 1.84
H 1.4598 0.0921 0.1981 -0.18 -0.05 -0.06
H 1.0593 0.7683 2.5583 -0.16 0.06 -0.14

=====

3.
14
Properties=species:S:1:pos:R:3:forces:R:3 method="wB97M-V/def2-TZVPD" total_charge=+1 de_lowest_kj_mol=609.9 smiles="[NH3+]C1=C=C=NCC1"
C -0.3444 0.4999 0.4324 0.94 1.38 0.09
H -1.7414 1.9488 0.8068 -0.37 0.41 -0.88
C 0.0725 -0.2396 -0.8356 -1.40 -1.90 0.62
H -2.3035 0.4889 1.2258 0.36 0.18 -1.01
C 1.2994 -1.0862 -0.7289 0.76 1.07 3.66
H -0.7861 -0.9459 -0.8500 0.55 -0.22 -0.91
N -1.7965 0.9917 0.4558 0.82 -1.81 0.64
H 2.1361 -1.2289 -1.3385 0.49 0.51 -1.93
N 2.2638 -0.6139 0.6661 1.44 -0.64 -0.82
H 0.0960 0.2874 -1.7469 -0.26 1.28 -0.88
C 1.6266 0.2055 1.2008 -2.00 1.22 -0.61
H 1.1803 -1.9610 -0.1897 -1.03 -2.20 0.23
H -2.1777 0.7417 -0.4766 -0.49 1.12 0.78
C 0.4750 0.9116 1.3785 0.21 -0.41 1.00

=====

4.
A structure of composition C23H37ClF5N3O3S2. Source: the OMol25 dataset; level of theory: ωB97M-V/def2-TZVPD.

Structure (XYZ):
```
74
Properties=species:S:1:pos:R:3:forces:R:3
H -1.2161 -2.7817 -1.9872 -0.43 0.27 0.30
C -3.2103 1.6176 1.7903 -0.17 0.54 0.35
C -3.7863 3.0560 1.8464 -0.02 -0.80 0.22
F -2.8797 -1.3716 -3.4946 0.07 -0.07 0.11
C -3.5646 0.7992 0.5462 0.10 0.16 0.05
H -0.3093 0.6732 1.6386 -0.35 0.12 -0.08
H 5.3127 -1.6450 0.1322 0.03 -0.25 -0.08
H 0.7709 -2.2900 -0.1997 -0.18 0.16 0.04
C 2.0035 -1.6206 -1.9041 0.10 -0.55 1.06
H -3.6595 1.0941 2.6390 0.02 -0.23 -0.07
H -2.1250 -3.6501 3.2235 0.35 -0.17 0.07
C 6.5945 0.0037 -0.3433 0.56 -0.76 0.43
H 2.4482 -0.7260 -0.0239 0.06 -0.09 0.15
H 0.8818 -3.3805 -1.5368 -0.22 -0.11 0.16
H -0.9967 3.8663 -0.8903 0.01 -0.54 -0.45
H -4.8441 4.2760 3.2523 0.10 0.12 0.29
C -4.8577 -0.7969 -2.4212 -0.74 -0.92 -0.92
H 1.7244 -0.7494 -2.4961 0.06 0.12 0.06
H 8.2896 0.2270 0.9423 -0.10 0.21 0.10
H 6.1564 0.9836 -0.1603 -0.08 0.08 -0.37
H 8.5058 -2.0226 1.8081 0.22 0.05 -0.12
H 8.1907 -2.2044 0.0468 0.26 0.12 0.00
N -3.3521 1.7552 -1.8425 -1.43 0.38 2.10
H 6.8244 -0.0864 1.8386 -0.13 -0.15 0.02
C 3.0007 -1.2922 -0.7799 -0.58 0.77 -0.72
O -0.3013 -1.7950 3.1711 -0.12 0.26 -0.88
C 7.3733 -0.3690 0.9391 0.63 -0.05 -0.43
C 7.8054 -1.8367 0.9967 -0.89 -0.04 0.35
H -2.1456 1.6793 2.0081 0.08 -0.27 -0.19
H 5.9061 -1.6668 -1.5602 0.19 -0.35 0.29
F -5.5156 -1.8810 -2.9039 0.23 0.30 0.26
C 0.7600 -2.3260 -1.2874 0.35 -0.08 -0.80
F -5.4434 -0.4764 -1.2671 0.33 0.25 -0.28
C 5.5403 -1.0441 -0.7452 -0.57 1.01 -0.26
N -3.1097 3.5582 4.2052 -0.37 0.22 0.15
C -3.8720 2.8393 -1.5917 1.47 -0.05 -1.00
H 4.1881 -0.2142 -2.2901 0.03 -0.13 -0.07
H 3.2923 -2.2285 -0.3034 0.21 -0.02 -0.05
Cl -0.7523 3.8294 -3.2026 0.50 2.44 -0.96
C -1.2124 1.4413 -0.7129 0.36 0.80 -2.89
C -4.2273 3.3779 3.2853 0.13 0.01 -0.79
H -2.9031 -2.9818 1.7963 -0.03 -0.13 -0.02
O -0.9643 1.6766 -2.1150 0.96 -1.61 2.03
F -4.9915 0.1459 -3.3428 0.12 -0.02 0.69
C -2.7235 0.9770 -0.7350 0.43 -0.06 -1.71
C -0.5674 -1.9158 -1.9259 0.60 -0.41 -0.60
H 2.4990 -2.3450 -2.5509 -0.08 0.20 -0.37
H 6.9266 -2.4441 1.2254 0.09 -0.18 -0.04
C -1.9390 -3.2548 2.2338 -0.78 0.88 -0.64
H 0.5711 0.4533 -0.9045 0.25 -0.85 -0.22
H 4.1031 0.5343 -0.7112 -0.07 0.13 -0.18
N -1.2150 -0.7403 -1.3254 0.61 -0.94 0.60
H -0.2607 2.4579 -2.2199 -1.61 -0.86 -0.62
C -1.1021 -2.0016 2.2931 0.04 -0.61 1.40
H -1.4925 -3.9731 1.5495 0.17 -0.14 0.18
C -2.4318 -0.3649 -1.4392 0.25 -0.28 0.73
C -3.3762 -1.2638 -2.2437 -0.44 0.67 -0.52
H -2.4027 2.8506 4.0594 0.05 -0.03 0.03
H -3.0246 3.7642 1.5252 -0.10 0.15 -0.14
C -0.3836 0.1470 -0.4956 -1.58 2.53 1.64
S -4.2080 4.3551 -1.5038 -0.57 -0.19 0.09
H -4.6287 3.1068 1.1562 -0.12 0.21 0.08
H -2.6862 4.4591 4.0281 0.18 -0.02 0.04
H -4.8760 2.5709 3.6339 0.00 -0.01 0.13
H -0.3434 -1.6381 -2.9585 -0.13 0.11 -0.03
H 0.6212 -0.7272 1.1936 0.03 0.08 0.19
O -1.3749 -1.1359 1.2862 0.39 -0.04 0.04
S -0.6531 2.9618 0.0765 -0.01 -0.19 1.65
H -4.5952 1.0391 0.2911 0.01 -0.02 -0.10
H -3.5649 -0.2579 0.8091 0.09 -0.04 0.02
C -0.3179 -0.2081 1.0032 0.87 -1.31 -0.61
C 4.1994 -0.4250 -1.2217 0.27 -0.36 0.98
F -3.4333 -2.5014 -1.7063 0.15 0.18 0.36
H 7.3514 0.0569 -1.1265 -0.15 0.39 -0.19
```
Positions in Å, forces in eV/Å.

=====

| no. | HOMO-LUMO gap (Ha) | molar mass (g/mol) | E_LUMO (eV) |
| --- | --- | --- | --- |
| 1 | 0.2679 | 256.2 | -0.279 |
| 2 | 0.2743 | 290.7 | -12.886 |
| 3 | 0.3404 | 95.1 | -4.458 |
| 4 | 0.2100 | 598.1 | -1.616 |